166
Properties=species:S:1:pos:R:3:forces:R:3 method="wB97M-V/def2-TZVPD" smiles=COC[C@H](C)N.COC[C@H](C)N.COC[C@H](C)N.COC[C@H](C)N.COC[C@H](C)N.COC[C@H](C)N.COC[C@H](C)N.COC[C@H](C)N.OCCO.OCCO.OCCO gap_ev=9.357 total_energy_ev=-81705.756 total_charge=0 de_lowest_ev=5.967 lumo_energy_ev=0.24 max_force_ev_per_a=1.8
C 1.112 3.259 -6.058 0.7 0.1 -1.0
C 0.985 2.851 -4.614 -0.9 0.2 0.2
C 2.300 2.975 -3.877 0.2 -0.7 0.1
O 2.097 2.610 -2.521 -0.6 0.1 0.2
C 3.255 2.609 -1.720 0.3 0.3 -0.5
N -0.031 3.703 -3.956 0.6 -0.1 -0.1
H 0.221 3.061 -6.654 -0.2 0.0 0.3
H 1.911 2.719 -6.583 0.0 -0.1 0.3
H 1.352 4.320 -6.168 -0.1 0.0 0.2
H 0.672 1.797 -4.591 0.1 0.0 0.1
H 2.709 3.991 -3.944 0.0 0.0 0.0
H 2.997 2.241 -4.308 0.2 0.3 -0.2
H 3.767 1.641 -1.760 -0.1 0.0 0.1
H 2.974 2.868 -0.702 0.0 -0.1 0.1
H 3.957 3.366 -2.094 0.0 0.0 0.2
H 0.170 3.693 -2.964 -0.2 -0.1 0.1
H -0.957 3.313 -4.087 0.0 0.0 0.0
C -0.380 4.931 -0.194 0.6 0.0 0.2
C -0.210 6.342 -0.727 0.0 0.0 -0.1
C 1.155 6.487 -1.377 -0.3 0.0 -0.6
O 2.151 6.592 -0.397 0.1 0.0 0.1
C 3.430 6.782 -0.959 -0.3 -0.3 -0.2
N -1.230 6.695 -1.723 0.1 -0.1 -0.1
H 0.339 4.767 0.615 -0.2 -0.1 0.1
H -0.123 4.214 -0.975 -0.2 -0.1 -0.1
H -1.395 4.751 0.160 0.0 -0.1 0.1
H -0.245 7.042 0.113 -0.1 0.1 -0.1
H 1.192 7.358 -2.049 -0.1 0.1 0.2
H 1.288 5.615 -2.046 0.3 0.0 0.2
H 3.407 7.530 -1.761 0.0 0.1 0.1
H 3.778 5.842 -1.408 0.2 0.1 0.1
H 4.092 7.111 -0.163 0.1 -0.1 0.0
H -0.916 6.417 -2.649 0.0 0.0 0.0
H -2.071 6.152 -1.561 0.0 0.1 0.1
C 3.487 -2.493 -4.610 -0.3 -0.6 -0.2
C 4.073 -1.348 -3.835 -0.5 0.9 0.3
C 4.306 -1.645 -2.362 0.1 -0.8 -0.3
O 3.065 -2.051 -1.811 0.1 0.5 0.3
C 3.178 -2.548 -0.508 -0.6 -0.7 0.7
N 5.305 -0.855 -4.446 0.0 0.0 0.2
H 3.111 -2.145 -5.574 0.1 0.0 0.0
H 2.631 -2.914 -4.080 0.0 0.0 0.0
H 4.196 -3.304 -4.786 0.1 0.1 0.0
H 3.280 -0.573 -3.816 0.1 0.0 -0.1
H 4.690 -0.757 -1.846 0.1 0.0 0.1
H 5.009 -2.482 -2.247 0.2 0.2 0.0
H 3.545 -1.852 0.257 0.4 0.2 -0.4
H 3.750 -3.484 -0.486 0.3 0.2 0.0
H 2.178 -2.816 -0.152 0.0 0.0 -0.3
H 5.099 -0.483 -5.365 0.1 -0.1 0.0
H 5.683 -0.090 -3.898 0.0 0.0 -0.1
C 4.678 -2.516 4.098 -0.6 0.5 -0.7
C 3.361 -2.222 4.834 1.0 -0.2 1.3
C 2.442 -1.307 4.077 -0.4 0.0 -0.2
O 3.160 -0.167 3.654 0.1 -0.1 0.1
C 2.385 0.643 2.816 0.0 0.6 -0.2
N 2.624 -3.404 5.317 -0.4 0.1 -1.1
H 5.114 -3.448 4.447 0.3 0.1 0.1
H 5.337 -1.656 4.215 0.3 -0.2 0.2
H 4.524 -2.569 3.012 -0.1 -0.3 0.1
H 3.661 -1.691 5.747 -0.1 0.1 -0.1
H 1.599 -1.040 4.732 0.0 0.1 -0.1
H 2.012 -1.805 3.188 0.1 -0.2 0.1
H 2.924 1.573 2.619 0.1 -0.1 0.1
H 1.435 0.917 3.289 0.0 -0.2 -0.1
H 2.176 0.192 1.839 -0.1 -0.3 0.1
H 3.266 -4.113 5.653 0.1 0.2 0.1
H 2.210 -3.814 4.479 -0.2 -0.3 0.2
C -0.797 1.416 -1.032 -0.1 -0.3 -0.8
C 0.306 0.398 -0.818 -0.1 0.1 -0.1
C -0.174 -0.630 0.190 0.4 0.3 -0.1
O -0.364 0.049 1.413 -0.2 -0.1 -0.1
C -0.940 -0.776 2.389 -0.6 0.1 0.6
N 0.662 -0.263 -2.096 0.4 0.1 1.1
H -1.753 0.886 -1.058 -0.1 0.1 0.4
H -0.749 1.829 -2.043 0.4 0.3 0.2
H -0.777 2.204 -0.289 -0.2 0.0 0.1
H 1.208 0.870 -0.403 -0.1 0.2 0.1
H 0.580 -1.415 0.338 -0.1 -0.2 -0.1
H -1.117 -1.047 -0.188 0.0 -0.3 0.2
H -1.076 -0.183 3.296 0.2 0.0 0.0
H -0.350 -1.660 2.649 0.2 0.1 -0.2
H -1.950 -1.108 2.100 0.1 -0.1 -0.2
H 1.439 -0.865 -1.814 -0.1 -0.3 -0.7
H 1.118 0.483 -2.623 -0.1 -0.1 -0.2
C -4.226 1.775 -0.029 -0.1 1.2 0.1
C -5.085 0.564 0.269 -0.6 0.5 -0.3
C -5.191 0.297 1.764 0.4 0.0 0.3
O -5.974 1.311 2.359 -0.3 -0.2 0.0
C -6.098 1.132 3.749 0.3 0.2 0.2
N -6.413 0.809 -0.330 -0.2 -0.4 0.2
H -4.227 2.053 -1.084 0.3 -0.6 -0.2
H -3.217 1.718 0.374 0.0 -0.3 -0.2
H -4.650 2.695 0.399 -0.2 -0.3 0.4
H -4.675 -0.312 -0.238 0.1 -0.1 0.2
H -4.201 0.319 2.248 0.0 -0.2 -0.2
H -5.631 -0.691 1.959 -0.1 0.0 0.0
H -5.137 1.323 4.249 -0.1 0.0 0.0
H -6.417 0.120 4.025 -0.1 0.0 -0.2
H -6.821 1.857 4.116 0.0 0.0 0.0
H -6.977 -0.036 -0.263 0.1 -0.1 -0.1
H -6.914 1.461 0.268 0.2 0.2 -0.1
C 0.967 4.428 4.149 0.1 0.1 -0.1
C 0.193 3.524 5.103 -0.1 0.3 0.0
C -0.788 2.684 4.322 -0.1 -0.9 0.1
O -1.721 3.527 3.701 -0.1 0.4 -0.2
C -2.509 2.820 2.793 -0.6 -1.4 0.1
N 1.045 2.687 5.956 0.3 0.2 -0.3
H 0.303 5.148 3.671 0.0 -0.1 -0.1
H 1.455 3.817 3.382 -0.1 0.1 -0.1
H 1.760 5.005 4.633 -0.1 -0.1 0.2
H -0.440 4.136 5.753 0.2 0.1 0.1
H -1.300 1.959 4.980 0.0 0.2 0.1
H -0.286 2.052 3.568 0.1 0.3 -0.1
H -1.897 2.197 2.124 0.1 0.5 -0.3
H -3.218 3.449 2.264 0.4 0.4 -0.1
H -3.147 2.061 3.293 0.1 0.3 0.2
H 1.727 3.323 6.363 -0.1 -0.1 0.3
H 1.633 2.100 5.363 -0.2 -0.1 0.0
C -1.496 -4.544 -6.402 -0.3 0.1 -0.3
C -0.616 -5.222 -5.374 0.2 -0.4 -0.2
C -0.456 -4.325 -4.162 0.1 -0.3 -0.2
O 0.357 -4.977 -3.218 0.1 -0.8 0.3
C 0.488 -4.252 -2.023 0.3 1.6 -0.8
N -1.150 -6.557 -5.044 0.1 0.3 0.7
H -2.539 -4.505 -6.071 0.1 0.1 0.1
H -1.499 -5.094 -7.344 0.1 -0.1 0.1
H -1.165 -3.525 -6.610 0.0 0.0 0.1
H 0.369 -5.400 -5.819 0.0 0.1 0.1
H -1.458 -4.172 -3.733 0.1 0.3 0.0
H -0.006 -3.374 -4.468 -0.2 0.2 0.2
H 1.058 -4.795 -1.281 -0.3 -0.4 0.0
H -0.477 -3.874 -1.662 -0.1 -0.5 0.3
H 1.065 -3.342 -2.258 0.0 0.0 0.2
H -1.893 -6.403 -4.359 -0.2 -0.1 -0.3
H -0.449 -7.010 -4.461 0.1 -0.1 -0.2
C 0.930 -5.505 1.591 0.1 -0.5 -0.6
C -0.177 -4.494 1.681 -0.5 0.7 0.1
O -1.313 -4.883 0.920 0.1 -0.1 -0.1
O 1.880 -5.164 2.586 0.1 -0.1 0.1
H 1.392 -5.498 0.598 0.0 0.2 0.0
H 0.532 -6.524 1.677 0.0 0.1 0.5
H 0.161 -3.525 1.295 0.1 -0.1 0.0
H -0.424 -4.311 2.731 0.0 -0.2 0.0
H -2.087 -4.961 1.482 0.1 0.0 0.1
H 2.712 -5.593 2.373 0.0 0.0 0.1
C -2.826 -2.512 6.966 0.3 -0.2 -0.6
C -2.214 -1.837 5.746 0.5 0.2 0.8
O -1.100 -2.539 5.202 -0.3 -0.1 -0.3
O -3.310 -3.820 6.712 -0.3 0.0 0.0
H -3.672 -1.902 7.281 0.0 -0.1 0.2
H -2.059 -2.546 7.747 -0.1 0.2 0.2
H -1.848 -0.874 6.134 -0.2 0.1 -0.3
H -2.942 -1.663 4.955 0.0 -0.1 -0.1
H -0.779 -3.188 5.836 0.2 0.1 0.0
H -2.590 -4.453 6.754 0.0 0.0 0.0
C -3.744 -1.334 -4.082 0.3 0.3 -0.2
C -2.538 -1.452 -3.174 -0.1 0.2 0.7
O -1.372 -1.072 -3.857 -0.1 -0.3 -0.2
O -4.296 -0.014 -4.026 -0.1 -0.2 0.0
H -4.462 -2.116 -3.828 -0.2 0.2 0.0
H -3.404 -1.470 -5.111 0.0 -0.3 0.0
H -2.476 -2.457 -2.728 0.1 -0.1 -0.4
H -2.710 -0.789 -2.308 -0.1 0.0 -0.1
H -0.648 -0.966 -3.208 0.1 0.2 0.0
H -5.185 -0.050 -3.667 0.0 0.0 0.1